[1]
{
  "formula": "C38H43AuN5O4",
  "method": "ωB97M-V/def2-TZVPD",
  "symbols": ["Au", "C", "C", "C", "C", "C", "C", "C", "N", "C", "C", "C", "C", "C", "C", "C", "N", "C", "C", "C", "C", "H", "H", "H", "H", "H", "H", "H", "H", "H", "H", "H", "H", "H", "H", "H", "H", "H", "H", "H", "H", "H", "H", "H", "H", "C", "N", "C", "C", "C", "O", "N", "C", "O", "H", "H", "H", "H", "H", "C", "C", "C", "C", "C", "C", "N", "C", "C", "C", "C", "C", "C", "C", "O", "O", "C", "C", "H", "H", "H", "H", "H", "H", "H", "H", "H", "H", "H", "H", "H", "H"],
  "positions_angstrom": [[-0.5853, -0.4393, -1.0554], [4.7559, 3.7406, 1.7958], [4.7767, 3.6450, 0.2633], [6.0891, 2.9874, -0.1627], [4.7010, 5.0534, -0.3436], [3.5692, 2.8441, -0.2063], [3.6595, 1.7484, -1.0539], [2.5121, 1.0506, -1.3886], [1.3037, 1.3924, -0.9454], [1.2100, 2.4518, -0.1907], [2.2923, 3.2133, 0.2150], [-1.4254, 2.4804, -0.2680], [-2.4449, 3.3681, 0.0452], [-3.7523, 3.1580, -0.3698], [-3.9607, 2.0349, -1.1642], [-2.9068, 1.1933, -1.4365], [-1.6495, 1.3727, -0.9724], [-4.8457, 4.1533, -0.0123], [-6.2363, 3.5739, -0.2773], [-4.7461, 4.5346, 1.4712], [-4.6449, 5.4061, -0.8794], [5.6566, 4.2469, 2.1449], [4.7230, 2.7487, 2.2504], [3.9005, 4.3136, 2.1615], [6.9271, 3.5665, 0.2261], [6.1924, 2.9515, -1.2481], [6.1736, 1.9718, 0.2285], [5.5225, 5.6658, 0.0313], [3.7653, 5.5536, -0.0814], [4.7726, 5.0159, -1.4317], [4.6103, 1.3943, -1.4226], [2.5578, 0.1615, -2.0080], [2.1766, 4.0782, 0.8520], [-2.2163, 4.2542, 0.6221], [-4.9330, 1.7854, -1.5608], [-3.0550, 0.3044, -2.0315], [-6.4004, 2.6505, 0.2811], [-6.4018, 3.3754, -1.3368], [-6.9924, 4.2935, 0.0364], [-4.7681, 3.6516, 2.1124], [-5.5910, 5.1688, 1.7401], [-3.8401, 5.1026, 1.6934], [-4.7561, 5.1746, -1.9397], [-3.6540, 5.8407, -0.7266], [-5.3869, 6.1610, -0.6155], [-0.0260, 4.1999, 3.7509], [-0.0284, 4.2154, 2.2743], [0.0848, 5.3710, 1.6200], [0.1189, 5.7227, 0.2821], [0.0726, 4.9265, -0.8348], [0.0557, 4.5929, -1.9252], [-0.1273, 2.8746, 0.2596], [-0.1890, 2.9111, 1.6890], [-0.3770, 1.9773, 2.3988], [0.0902, 5.2173, 4.1103], [0.7970, 3.5806, 4.0986], [-0.9610, 3.7763, 4.1073], [0.1644, 6.2248, 2.2831], [0.2136, 6.7721, 0.0324], [-1.0336, -1.5827, 6.4573], [-1.3365, -1.2269, 5.0261], [-2.5046, -0.5355, 4.7245], [-2.8277, -0.2227, 3.4113], [-1.9541, -0.5619, 2.3974], [-0.7700, -1.2411, 2.6835], [0.0621, -1.5824, 1.5978], [1.3717, -1.1994, 1.4339], [1.9799, -0.3258, 2.3487], [3.3173, 0.0065, 2.2391], [4.0965, -0.5179, 1.2149], [3.4860, -1.3311, 0.2742], [2.1329, -1.6454, 0.3306], [1.5712, -2.3906, -0.8626], [2.2922, -3.0750, -1.5500], [0.2729, -2.2597, -1.1047], [-0.4650, -1.6147, 3.9979], [0.7327, -2.4713, 4.2990], [-1.7436, -1.1045, 7.1301], [-0.0277, -1.2726, 6.7453], [-1.0949, -2.6604, 6.6227], [-3.1758, -0.2575, 5.5280], [-3.7543, 0.2891, 3.1832], [-2.1695, -0.3062, 1.3652], [-0.3608, -2.0548, 0.8073], [1.3874, 0.0689, 3.1635], [3.7601, 0.6646, 2.9788], [5.1545, -0.2978, 1.1524], [4.0482, -1.7488, -0.5519], [1.6060, -1.8827, 4.5908], [1.0180, -3.0539, 3.4241], [0.5181, -3.1623, 5.1123]],
  "lowdin_charge": [0.899, -0.032, -0.547, -0.048, -0.031, -0.136, 0.020, -0.078, 0.110, -0.267, 0.031, -0.231, 0.043, -0.129, 0.031, -0.091, -0.018, -0.551, -0.049, -0.037, -0.026, 0.094, 0.079, 0.073, 0.094, 0.091, 0.085, 0.094, 0.072, 0.095, 0.120, 0.128, 0.099, 0.107, 0.120, 0.108, 0.099, 0.087, 0.094, 0.096, 0.095, 0.072, 0.097, 0.078, 0.096, 0.036, -0.002, -0.019, -0.007, -0.114, 0.321, 0.069, -0.384, 0.220, 0.100, 0.113, 0.111, 0.151, 0.144, -0.047, -0.225, -0.052, -0.090, -0.055, -0.217, 0.074, -0.219, -0.045, -0.086, -0.101, -0.049, -0.102, -0.599, 0.082, -0.261, -0.166, -0.024, 0.075, 0.085, 0.087, 0.107, 0.097, 0.078, 0.098, 0.102, 0.096, 0.099, 0.125, 0.087, 0.089, 0.078],
  "charge": 1,
  "homo_lumo_gap_ev": 4.41,
  "fmax_ev_per_a": 0.9
}



[2]
{
  "formula": "C38H43ClN6O6PbS2Si4",
  "method": "ωB97M-V/def2-TZVPD",
  "symbols": ["Pb", "O", "C", "O", "C", "C", "Cl", "N", "N", "C", "C", "O", "O", "C", "C", "C", "C", "C", "C", "H", "H", "H", "H", "H", "H", "O", "C", "O", "C", "C", "C", "C", "C", "C", "C", "C", "C", "N", "H", "H", "H", "H", "H", "H", "S", "C", "C", "C", "C", "C", "C", "S", "H", "H", "H", "H", "N", "C", "N", "C", "N", "C", "Si", "C", "C", "Si", "Si", "C", "C", "C", "Si", "C", "C", "C", "H", "H", "H", "H", "H", "H", "H", "H", "H", "H", "H", "H", "H", "H", "H", "H", "H", "H", "H", "H", "H", "H", "H", "H", "H", "H", "H"],
  "positions_angstrom": [[0.4115, 0.4005, -0.7200], [3.1852, -3.2629, -5.4841], [4.0559, -2.3064, -5.2601], [4.9888, -2.0852, -6.0052], [3.8605, -1.5068, -4.0160], [4.7989, -0.6800, -3.4326], [6.3422, -0.2214, -3.9966], [4.2703, -0.1733, -2.2964], [2.9956, -0.5912, -2.1385], [2.7402, -1.3968, -3.1512], [1.3652, -2.0498, -3.2487], [1.3325, -3.1457, -3.8602], [0.4321, -1.4243, -2.7394], [4.8673, 0.6420, -1.2969], [4.1011, 1.6232, -0.6889], [4.6527, 2.4111, 0.3060], [5.9716, 2.2249, 0.6914], [6.7278, 1.2293, 0.0900], [6.1784, 0.4269, -0.8980], [2.4294, -3.2938, -4.7697], [3.0765, 1.7582, -0.9902], [4.0380, 3.1616, 0.7837], [6.4025, 2.8399, 1.4706], [7.7496, 1.0562, 0.4021], [6.7603, -0.3703, -1.3385], [-0.0175, 4.6571, 0.6526], [0.1773, 3.6269, 0.0196], [-0.3069, 2.4754, 0.2320], [1.1240, 3.7325, -1.1878], [1.9895, 4.8495, -1.3071], [2.8710, 4.8909, -2.3423], [2.8833, 3.8470, -3.3005], [3.7966, 3.7800, -4.3769], [3.7691, 2.7210, -5.2400], [2.8122, 1.6940, -5.0843], [1.9097, 1.7386, -4.0597], [1.9470, 2.8070, -3.1347], [1.1075, 2.7641, -2.0641], [1.9226, 5.6185, -0.5520], [3.5730, 5.7112, -2.4475], [4.5256, 4.5730, -4.4952], [4.4832, 2.6635, -6.0514], [2.7999, 0.8639, -5.7783], [1.1672, 0.9628, -3.9207], [-0.7260, -1.7790, 0.8607], [0.4045, -2.0522, 2.2240], [0.2820, -3.2420, 2.9350], [1.1386, -3.5682, 3.9699], [2.1571, -2.6813, 4.2955], [2.3080, -1.5130, 3.5786], [1.4559, -1.1595, 2.5157], [1.7811, 0.3520, 1.7082], [-0.5092, -3.9212, 2.6669], [1.0136, -4.5001, 4.5068], [2.8430, -2.9049, 5.1041], [3.1109, -0.8283, 3.8195], [-2.3558, 0.2696, -1.3253], [-2.2866, 0.5934, -2.4529], [-2.2126, 0.8365, -3.7035], [-2.0074, 2.0685, -4.1349], [-1.8614, 3.1094, -4.6185], [-4.0096, -0.4806, 4.8578], [-2.4545, -0.1608, 3.8302], [-1.0720, -0.8401, 4.9099], [-2.1564, 1.6832, 3.5976], [-2.6891, -1.1209, 1.6796], [-3.9151, 0.3820, 0.3253], [-5.3206, 0.5664, 1.6945], [-5.0139, -0.4209, -0.9971], [-3.5701, 2.2333, 0.1992], [-3.9130, -3.1552, 1.6577], [-5.6935, -3.0445, 2.2830], [-3.9709, -3.8146, -0.1037], [-3.1296, -4.5188, 2.7098], [-3.8897, 0.0177, 5.8237], [-4.1117, -1.5504, 5.0524], [-4.9288, -0.1291, 4.3994], [-1.2063, -0.3932, 5.9010], [-0.0809, -0.5738, 4.5486], [-1.1091, -1.9230, 5.0208], [-1.6710, 2.1014, 4.4833], [-3.0890, 2.2251, 3.4374], [-1.5083, 1.8823, 2.7417], [-5.7575, -0.3484, 2.0925], [-6.1288, 1.1182, 1.1983], [-4.9976, 1.1819, 2.5331], [-5.9103, -0.8615, -0.5591], [-4.4966, -1.1613, -1.6010], [-5.3279, 0.3776, -1.6760], [-4.0045, 2.7696, 1.0415], [-4.0519, 2.5890, -0.7171], [-2.5140, 2.4736, 0.1304], [-6.2947, -2.3455, 1.7056], [-5.7291, -2.7374, 3.3292], [-6.1606, -4.0299, 2.2040], [-4.6130, -3.1982, -0.7307], [-4.3651, -4.8348, -0.1128], [-2.9797, -3.8314, -0.5571], [-2.9192, -4.2011, 3.7314], [-2.2152, -4.8943, 2.2587], [-3.8355, -5.3541, 2.7527]],
  "lowdin_charge": [1.206, 0.095, -0.533, 0.034, -0.067, -0.585, 0.781, -0.062, 0.142, -0.134, -0.594, 0.015, -0.116, -0.183, -0.032, -0.070, -0.091, -0.090, -0.051, 0.038, 0.065, 0.110, 0.096, 0.096, 0.086, 0.025, -0.633, -0.246, -0.186, 0.003, -0.009, -0.162, -0.044, -0.083, -0.063, -0.005, -0.224, 0.094, 0.111, 0.110, 0.104, 0.099, 0.110, 0.104, 0.547, -0.609, -0.143, -0.118, -0.114, -0.159, -0.736, 0.501, 0.065, 0.091, 0.091, 0.086, 0.006, -0.371, 0.085, -0.425, 0.071, -0.223, 0.402, -0.206, -0.198, 0.303, 0.306, -0.268, -0.216, -0.190, 0.375, -0.224, -0.214, -0.227, 0.024, 0.017, 0.004, 0.030, 0.020, 0.021, 0.028, 0.017, 0.025, -0.017, 0.025, -0.009, 0.017, 0.009, 0.031, 0.020, 0.035, -0.003, 0.007, 0.016, 0.023, 0.006, 0.026, 0.029, 0.022, 0.008, 0.023],
  "charge": -2,
  "de_lowest_kcal_mol": 4.4,
  "homo_lumo_gap_ev": 6.83,
  "fmax_ev_per_a": 1.0
}



Among the records above, which one has the highest charge?
C38H43AuN5O4



The lowest charge belongs to which entry?
C38H43ClN6O6PbS2Si4